Record 1
{
  "formula": "C4H3I3N4",
  "method": "ωB97M-V/def2-TZVPD",
  "charge": 0,
  "multiplicity": 1,
  "de_lowest_ev": 3.553,
  "lumo_energy_ev": [-1.57, -0.94],
  "homo_energy_ev": [-8.552, -8.441],
  "symbols": ["C", "C", "C", "C", "N", "N", "N", "N", "I", "I", "I", "H", "H", "H"],
  "positions_angstrom": [[-0.2335, -0.7051, -2.0057], [-0.5391, 0.9627, 2.0274], [0.1375, 1.6933, 1.2372], [1.3558, -0.6445, -0.0651], [-1.5735, -0.7191, -2.0046], [-1.9624, -1.2038, -0.8460], [-0.9853, -1.3763, -0.0443], [0.1884, -1.0562, -0.7088], [-0.0627, 3.4334, 0.1850], [2.6842, 0.5348, -1.2953], [2.1357, -1.8224, 1.4476], [0.3719, -0.5611, -2.9053], [-1.5003, 1.2970, 2.3424], [-0.0167, 0.1675, 2.6354]]
}



Record 2
{
  "formula": "C3H6Cl3P",
  "method": "ωB97M-V/def2-TZVPD",
  "charge": 0,
  "multiplicity": 1,
  "de_lowest_ev": 0.000,
  "lumo_energy_ev": 0.69,
  "homo_energy_ev": -9.369,
  "symbols": ["C", "C", "C", "Cl", "P", "Cl", "Cl", "H", "H", "H", "H", "H", "H"],
  "positions_angstrom": [[-0.9044, 0.2262, -1.2234], [-0.0497, -0.3894, -0.1403], [-0.5037, -0.1726, 1.2695], [0.1395, -2.1449, -0.4628], [1.8961, 0.1722, -0.6450], [2.8771, -0.5646, 0.9293], [1.7667, 2.1121, -0.0986], [-0.4344, 0.0739, -2.1941], [-1.0052, 1.2963, -1.0527], [-1.8945, -0.2258, -1.2444], [0.2410, -0.5232, 1.9825], [-1.4219, -0.7412, 1.4346], [-0.7064, 0.8808, 1.4453]]
}



Record 3
{
  "formula": "C3H9N2O2",
  "method": "ωB97M-V/def2-TZVPD",
  "charge": 1,
  "multiplicity": 1,
  "de_lowest_ev": 2.076,
  "lumo_energy_ev": -4.07,
  "homo_energy_ev": -15.434,
  "symbols": ["C", "C", "N", "O", "C", "N", "O", "H", "H", "H", "H", "H", "H", "H", "H", "H"],
  "positions_angstrom": [[0.0200, 0.7418, 1.0393], [0.0657, -0.3854, -0.0009], [1.3495, -0.8654, 0.0148], [-1.1206, -1.4138, 0.2087], [-0.1043, 0.4275, -1.2970], [-1.2690, 0.6314, -1.9127], [0.9670, 0.9482, -1.8085], [-0.7914, 1.4513, 0.7559], [1.0334, 1.1260, 1.1378], [-0.1950, 0.1866, 1.8748], [1.4085, -1.5714, -0.6997], [1.4255, -1.2972, 0.9952], [-0.8826, -1.9657, 0.9396], [-2.1301, 0.3104, -1.4895], [-1.3181, 1.4049, -2.7007], [1.7527, 0.5814, -1.3955]]
}



Record 4
{
  "formula": "C4H7NO2",
  "method": "ωB97M-V/def2-TZVPD",
  "charge": 0,
  "multiplicity": 1,
  "de_lowest_ev": 2.115,
  "lumo_energy_ev": 0.85,
  "homo_energy_ev": -9.772,
  "symbols": ["C", "C", "N", "O", "C", "C", "O", "H", "H", "H", "H", "H", "H", "H"],
  "positions_angstrom": [[-1.6503, 0.1100, 0.1760], [-0.3353, -0.4996, -0.2567], [0.1635, -0.1350, -1.5440], [-0.2183, -1.8798, 0.0809], [0.6381, -0.9592, 0.7354], [2.1870, 1.7392, 0.2102], [2.7952, 1.9022, 1.1540], [-1.9319, -0.2293, 1.1765], [-1.5926, 1.2036, 0.1727], [-2.4441, -0.1918, -0.5177], [-0.5826, 0.1478, -2.1691], [0.4507, -0.8046, 1.7998], [1.6903, -1.0277, 0.4542], [0.8303, 0.6242, -1.4721]]
}



Record 5
{
  "formula": "C4H7NO",
  "method": "ωB97M-V/def2-TZVPD",
  "charge": 0,
  "multiplicity": 1,
  "de_lowest_ev": 1.587,
  "lumo_energy_ev": 0.88,
  "homo_energy_ev": -9.373,
  "symbols": ["H", "N", "C", "C", "C", "C", "O", "H", "H", "H", "H", "H", "H"],
  "positions_angstrom": [[0.8583, -0.8160, 2.3760], [0.3614, -0.4517, 1.5900], [1.0386, 0.3010, 0.8422], [0.4416, 0.8857, -0.3841], [-0.9385, 0.2975, -0.6369], [-0.8887, -1.1818, -0.5238], [-1.8091, -1.9379, -0.3862], [2.0349, 0.6329, 1.0896], [1.1192, 0.6968, -1.2173], [0.4010, 1.9637, -0.2751], [-1.2774, 0.5372, -1.6376], [-1.6904, 0.6572, 0.0569], [0.1595, -1.5673, -0.8328]]
}



Record 6
{
  "formula": "C2H10N2S",
  "method": "ωB97M-V/def2-TZVPD",
  "charge": 0,
  "multiplicity": 1,
  "de_lowest_ev": 1.188,
  "lumo_energy_ev": 0.91,
  "homo_energy_ev": -9.016,
  "symbols": ["N", "C", "N", "H", "H", "H", "H", "H", "H", "C", "S", "H", "H", "H", "H"],
  "positions_angstrom": [[-1.3664, -0.8959, -0.4219], [-2.4312, 0.1067, -0.1072], [-3.8883, -0.3457, 0.0127], [-1.7691, -1.3655, -1.2661], [-1.3920, -1.7259, 0.2572], [-2.4645, 0.6195, -1.0854], [-2.1192, 0.7346, 0.7859], [-4.0113, -1.0598, -0.6866], [-3.9267, -0.8260, 0.8557], [3.4291, 1.0475, 0.5150], [4.4724, -0.4247, -0.1568], [3.4413, 1.0520, 1.5708], [2.4513, 0.9395, 0.0529], [3.9802, 1.9757, 0.3059], [5.5945, 0.1680, -0.6322]]
}



Quick rundown of molecular weight, same order as above: 487.8; 179.4; 105.1; 101.1; 85.1; 94.2 g mol⁻¹